No. 1
Entry from the Open Molecules 2025 dataset: a structure of composition C10H26ClINO2P2Pt (ωB97M-V/def2-TZVPD).

XYZ file:
```
44
Properties=species:S:1:pos:R:3:forces:R:3
C -0.086214 1.042931 -2.803476 0.1988 1.1027 -0.9683
C -0.138288 0.849352 -1.352842 0.2028 1.3965 1.9847
H -0.023790 2.126559 -3.000376 -0.0276 -0.2208 0.1432
H -0.950066 0.661816 -3.348290 -0.0172 -0.2496 0.2814
H 0.795360 0.571421 -3.240762 -0.0853 -0.1575 0.1553
O -0.139597 1.569973 -0.399946 0.0660 -2.5001 -3.0291
I 0.024725 -1.246248 1.555492 -0.1667 -0.3741 0.6728
Pt -0.028946 -1.626530 -1.285764 -0.2974 1.5112 -0.0679
P 2.209417 -1.034764 -0.849114 1.2831 0.2357 -0.2145
C 2.604777 0.234786 0.405078 -0.6304 -0.1544 -0.0229
C 2.923260 -2.587205 -0.262768 -0.0770 0.1032 -0.0987
H 4.014503 -2.489486 -0.346244 -0.1988 -0.2698 0.1554
H 4.214491 -0.449093 -1.969702 -0.2633 0.0504 -0.1980
H 2.542247 -3.415648 -0.874702 0.3071 0.1142 0.1718
H 2.971151 -1.038135 -3.146054 0.1706 0.1970 0.1351
H 2.529966 -0.215317 1.400594 0.3463 0.1789 0.0137
H 2.612726 -2.730589 0.782706 0.2569 -0.1330 -0.2590
C 3.152280 -0.420109 -2.257708 -0.2751 -0.1979 -0.2619
H 3.612538 0.621291 0.227469 -0.0729 -0.1515 0.0986
H 2.842906 0.618603 -2.441908 0.2870 -0.2585 -0.0568
H 1.871148 1.044931 0.339792 0.4356 -0.0800 0.1033
P -2.270511 -0.940986 -0.824428 -1.7079 0.1263 -0.0371
C -2.687086 0.256688 0.496529 0.6349 0.0621 0.0536
C -3.266617 -0.244852 -2.165460 0.3908 -0.1665 -0.3221
H -2.588781 -3.304351 -1.001524 -0.2964 0.0367 0.2580
H -4.105143 -2.483248 -0.471282 0.2350 -0.0277 0.0992
H -2.741607 -2.715764 0.696285 -0.1915 -0.1855 -0.2935
C -3.014089 -2.526243 -0.352326 0.2482 -0.0059 -0.0440
H -3.169313 -0.874835 -3.054328 -0.1643 0.2010 -0.0268
H -4.312156 -0.219003 -1.818748 0.3305 -0.0562 -0.1564
H -3.701554 0.647231 0.323638 0.2697 -0.3128 0.1415
H -1.972688 1.089372 0.463688 -0.5104 -0.2319 0.1643
H -2.929532 0.778760 -2.376138 -0.2501 -0.2415 -0.0390
H -2.610571 -0.222566 1.477892 -0.3005 0.1027 -0.0048
Cl 0.094850 -2.736318 -3.300224 -0.0905 0.4611 1.0135
C 0.600658 1.587720 4.536318 0.2442 -1.1202 -0.0799
C 0.090623 2.239585 3.270204 -0.4613 3.8038 2.6688
N -0.311849 3.547142 3.405568 0.5234 -2.7430 -1.3933
O 0.054956 1.682119 2.167868 -0.0987 -0.5779 -0.8509
H -0.197125 1.629585 5.288692 0.1356 0.0115 -0.1599
H 1.486668 2.125459 4.911520 -0.3271 -0.0477 -0.2710
H 0.874343 0.531634 4.344778 -0.1740 0.6510 0.1858
H -0.611313 4.025119 2.561098 -0.0126 0.2288 0.3636
H -0.266749 4.039227 4.288908 0.1303 -0.1106 -0.0076
```
Forces are in eV/Å.

Energy above the lowest of the compared OMol25 structures with the same formula, charge and spin (eV): 0.000
2S+1: 5
Total charge: +3
Kohn-Sham gap (spin up / spin down) (hartree): 0.2656 / 0.1883


No. 2
Entry from the Open Molecules 2025 dataset: a structure of composition C36H41Cl5N3O4P2V (ωB97M-V/def2-TZVPD).

XYZ file:
```
92
Properties=species:S:1:pos:R:3:forces:R:3
V -0.482189 0.992756 -0.115481 0.0457 -0.3282 0.1389
C 1.936415 4.246728 -1.452121 -0.0335 0.0503 -0.0598
C 2.587560 3.277491 -0.464056 0.1381 0.0084 -0.0320
C 2.412625 3.785558 0.960391 0.0269 0.0268 0.0684
P 1.840867 1.607216 -0.696702 0.1892 0.0049 0.0435
C 2.396140 1.168443 -2.412345 -0.0193 0.1054 -0.0688
C 2.162703 -0.318754 -2.645267 0.0741 -0.1255 -0.0830
C 3.841679 1.535565 -2.729842 0.0589 0.0110 -0.0379
C 2.747237 0.446827 0.352711 -0.0359 -0.0237 -0.0432
C 4.073506 0.619124 0.731251 0.0596 0.0101 0.0201
C 4.732021 -0.297432 1.535780 -0.0161 0.0457 -0.0156
C 4.023992 -1.427216 1.940922 0.0457 -0.0488 0.0239
C 2.708799 -1.628858 1.583323 0.0728 -0.0961 -0.0294
C 1.997314 -0.695257 0.784036 0.0905 0.1424 0.0538
N 0.703712 -0.841145 0.400360 -0.2252 -0.0721 -0.0999
C -0.104738 -1.779952 1.064757 -0.0458 0.0466 -0.0746
C -0.103413 -1.848465 2.466284 -0.0421 -0.0299 0.0009
C -0.971387 -2.667807 3.157419 -0.0866 -0.0490 -0.0111
C -1.885361 -3.447319 2.458940 0.0165 0.0075 0.1148
C -1.898307 -3.395586 1.076839 0.0286 -0.0330 -0.1118
C -1.021797 -2.587452 0.349806 0.0674 0.0793 0.0892
P -1.087365 -2.380358 -1.476629 0.1631 -0.0030 0.0259
C 0.285924 -3.519104 -2.120734 -0.0055 0.0070 -0.0619
C -0.152506 -4.761719 -2.888628 -0.0035 -0.0208 -0.0214
C 1.305759 -3.906243 -1.056837 0.0078 -0.0018 0.0313
C -2.733606 -3.106871 -2.001476 -0.0274 0.0998 -0.0788
C -3.816260 -2.289891 -1.285722 -0.1327 0.0109 -0.0026
C -3.078073 -4.603581 -1.979850 0.0071 -0.1398 0.0681
H 0.893525 4.423878 -1.180864 0.0015 -0.0238 -0.0040
H 2.458472 5.206561 -1.434221 -0.0122 0.0095 0.0188
H 1.952333 3.878456 -2.479422 0.0208 0.0118 0.0064
H 3.659827 3.217310 -0.685043 -0.0882 -0.0141 0.0215
H 1.361026 3.761132 1.256494 -0.0107 -0.0117 -0.0084
H 2.752125 4.822577 1.029094 0.0000 0.0094 -0.0001
H 2.991058 3.195513 1.671389 -0.0051 -0.0034 -0.0034
H 1.729049 1.726464 -3.078024 -0.0031 -0.0220 0.0263
H 2.902431 -0.910882 -2.099418 -0.0231 0.0031 0.0158
H 1.177032 -0.637431 -2.312622 -0.1093 -0.0267 0.0305
H 2.261903 -0.546898 -3.710134 0.0146 -0.0257 0.0071
H 4.524936 1.095054 -1.999717 -0.0052 -0.0118 0.0051
H 4.115016 1.137188 -3.710470 -0.0043 0.0057 -0.0190
H 4.011552 2.613662 -2.754056 -0.0193 -0.0351 0.0051
H 4.603569 1.506486 0.399022 -0.0024 -0.0082 0.0028
H 5.760480 -0.142071 1.832686 0.0056 -0.0013 0.0027
H 4.513054 -2.175924 2.555208 0.0089 0.0089 -0.0003
H 2.203757 -2.522972 1.925178 0.0484 0.0186 -0.0570
H 0.598083 -1.226396 3.009573 -0.0586 0.0072 0.0029
H -0.952334 -2.680372 4.240642 -0.0109 -0.0074 0.0171
H -2.593860 -4.075296 2.983570 0.0050 -0.0067 0.0176
H -2.637340 -3.986798 0.554831 0.1031 -0.0469 -0.0003
H 0.805261 -2.874987 -2.837975 -0.0167 0.0119 0.0038
H -0.594098 -5.504554 -2.224569 0.0138 -0.0112 0.0057
H -0.875996 -4.535819 -3.672329 0.0292 0.0196 -0.0191
H 0.718376 -5.222002 -3.365044 0.0209 0.0132 0.0032
H 0.850164 -4.515741 -0.274375 -0.0170 -0.0275 0.0094
H 2.113375 -4.484581 -1.515568 0.0132 -0.0108 -0.0034
H 1.746956 -3.032713 -0.583433 0.0227 0.0730 0.0492
H -2.772228 -2.792714 -3.053835 0.0451 -0.0073 0.0713
H -3.905314 -2.563916 -0.233500 -0.0535 0.0501 -0.1013
H -3.602669 -1.224903 -1.307808 -0.0005 0.0940 -0.0110
H -4.784149 -2.468565 -1.761836 -0.0030 0.0092 -0.0028
H -2.620255 -5.155818 -1.161011 0.0186 0.0331 0.0852
H -4.160730 -4.726920 -1.889399 -0.0086 0.0241 0.0042
H -2.772906 -5.099767 -2.898350 -0.0366 -0.0211 0.0051
C 1.253075 1.703350 3.414249 0.0748 0.0010 0.0236
C -0.198816 1.517657 3.175443 0.1368 -0.0113 0.0755
N -0.768289 1.215030 2.029992 -0.1305 -0.0125 -0.0266
C -2.100117 1.000097 2.296263 -0.1295 0.0156 0.3136
C -2.339055 1.210683 3.625883 0.0938 -0.0254 -0.0326
N -1.119103 1.542008 4.162834 -0.1177 -0.0778 -0.2472
C -3.520053 1.125301 4.515903 -0.0397 0.0330 -0.0438
O -4.647515 0.758726 3.963985 0.0149 -0.0565 -0.0788
O -3.395248 1.396775 5.693886 0.0202 -0.0106 0.0480
C -3.005395 0.490534 1.225499 -0.0863 0.0304 0.1993
O -4.206995 0.295575 1.503827 0.0402 -0.0188 0.0138
O -2.444390 0.275413 0.123502 0.0671 0.0015 -0.1412
H 1.798028 1.526475 2.490573 -0.0278 0.0057 0.0025
H 1.608086 0.976195 4.148193 -0.0081 0.0336 0.0313
H 1.477212 2.706906 3.779282 0.0114 0.0013 -0.0075
H -0.981899 1.730971 5.141134 -0.0084 0.0105 0.0681
H -4.519104 0.555125 2.957601 -0.0221 0.0511 0.0190
Cl -1.475352 4.489442 1.427964 -0.0309 0.0310 -0.0509
C -1.783489 4.106612 -0.260619 0.1122 0.0768 0.3422
C -1.363017 2.879720 -0.732922 -0.1818 0.0055 -0.1985
C -1.651558 2.667487 -2.065774 0.1188 -0.2821 -0.2845
Cl -1.140458 1.072245 -2.679783 -0.1565 0.3019 0.0455
C -2.281123 3.555179 -2.919048 -0.0353 0.1564 0.0810
Cl -2.572361 3.173947 -4.575116 0.0026 -0.0155 -0.0221
C -2.674659 4.784976 -2.387224 0.0357 -0.0879 -0.0505
Cl -3.458730 5.944044 -3.395776 -0.0191 0.0379 -0.0040
C -2.425652 5.062543 -1.042921 -0.0430 0.0435 -0.1253
Cl -2.916751 6.584040 -0.388625 0.0067 -0.0021 0.0167
```
Forces are in eV/Å.

Energy above the lowest of the compared OMol25 structures with the same formula, charge and spin (eV): 0.000
2S+1: 4
Total charge: -1
Kohn-Sham gap (spin up / spin down) (hartree): 0.2434 / 0.2507


No. 3
Entry from the Open Molecules 2025 dataset: a cluster of 3 separate species, C2H10N2O2 in total (ωB97M-V/def2-TZVPD).

XYZ file:
```
16
Properties=species:S:1:pos:R:3:forces:R:3
C -0.985877 -0.883331 1.564258 -1.3387 0.2511 -1.1430
N 0.043984 -0.405228 0.619881 0.7691 -1.0982 3.3057
C 0.797780 -1.310348 -0.013749 -2.0349 1.2258 -1.5636
N 1.790926 -0.883489 -0.769738 -0.2486 -0.3241 0.2788
H -1.439269 0.005867 1.990543 0.1770 -0.0942 0.4260
H -0.622191 -1.601708 2.304369 0.2784 0.2823 -0.1490
H -1.794481 -1.339618 0.989062 0.0750 -0.2862 0.0291
H 0.364449 0.475577 1.043694 0.9976 0.6952 -1.3491
H 0.191537 -2.219199 -0.141847 0.9742 -0.3658 0.1199
H 1.969061 -1.596027 -1.484433 0.4711 0.0081 0.1203
H -1.440887 0.529328 -3.507951 -0.2041 -0.1064 -0.2714
H -2.675077 1.193163 -2.873157 -0.9821 -0.1264 -0.1593
O -1.733340 1.225734 -2.920620 1.2015 0.1822 0.4620
H 1.986405 2.800571 1.597599 -0.0989 0.3243 0.6384
H 1.982454 1.986366 0.366506 -0.0849 -0.2118 -0.1574
O 1.564530 2.022348 1.235589 0.0484 -0.3560 -0.5874
```
Forces are in eV/Å.

Energy above the lowest of the compared OMol25 structures with the same formula, charge and spin (eV): 0.630
2S+1: 2
Total charge: +1
Kohn-Sham gap (spin up / spin down) (hartree): 0.3733 / 0.2332